Density functional theory data (ωB97M-V/def2-TZVPD) for a cluster of 2 separate species, C3H5F2OP in total in a non-equilibrium geometry.

Properties
LUMO level in Eh: -0.0312
DFT total energy in Eh: -733.53849
Gap between HOMO and LUMO in eV: 8.7
Maximum force in Eh/bohr: 0.0736

CARTESIAN COORDINATES (ANGSTROEM)
C  -0.17  -1.44  0.74
C  -0.92  -0.33  0.76
C  -0.37  0.86  0.14
O  0.84  2.43  -1.69
F  -1.47  1.11  -1.44
F  -0.68  2.06  0.62
P  0.95  0.87  -1.15
H  -0.36  -2.27  1.35
H  0.82  -1.55  0.21
H  -1.91  -0.12  1.10
H  0.16  2.40  -2.32
H  1.97  1.18  -0.34

Density functional theory data (ωB97M-V/def2-TZVPD) for a cluster of 3 separate species, C6H14O2 in total in a non-equilibrium geometry.

Properties
LUMO level in Eh: 0.0245
DFT total energy in Eh: -387.43542
Gap between HOMO and LUMO in eV: 10.4
Maximum force in Eh/bohr: 0.0248
Structure (SMILES): C=CCC(=C)C.O.O

CARTESIAN COORDINATES (ANGSTROEM)
C  1.86  1.51  0.96
C  1.00  0.50  1.03
C  1.22  -0.91  0.51
C  -0.07  -1.53  0.00
C  -0.92  -2.05  0.88
C  -0.42  -1.37  -1.46
H  2.74  1.56  0.35
H  1.66  2.42  1.51
H  0.14  0.59  1.68
H  1.57  -1.49  1.36
H  1.98  -0.96  -0.28
H  -1.90  -2.36  0.52
H  -0.71  -2.05  1.93
H  -0.74  -0.34  -1.63
H  -1.24  -2.02  -1.75
H  0.47  -1.56  -2.05
O  -2.16  1.51  0.64
H  -1.82  2.25  0.15
H  -1.87  0.75  0.14
O  -0.17  2.16  -1.39
H  -0.72  2.04  -2.16
H  0.10  1.36  -0.94

Density functional theory data (ωB97M-V/def2-TZVPD) for a structure of composition C41H36IrN5O4P2 in a non-equilibrium geometry.

Properties
LUMO level in Eh: -0.2200
DFT total energy in Eh: -2945.46785
Gap between HOMO and LUMO in eV: 7.2
Maximum force in Eh/bohr: 0.0666
Net charge: +2

CARTESIAN COORDINATES (ANGSTROEM)
Ir  0.64  -1.44  -1.06
N  0.58  -2.27  3.17
C  0.19  -2.03  1.93
N  1.01  -1.67  0.98
C  2.39  -1.63  1.22
N  3.23  -1.53  0.25
N  2.60  -1.45  -0.97
C  3.26  -1.66  -2.05
C  2.50  -1.48  -3.28
C  3.05  -1.49  -4.55
C  2.21  -1.28  -5.64
C  0.86  -1.08  -5.42
C  0.38  -1.08  -4.12
N  1.18  -1.27  -3.08
C  2.85  -1.78  2.59
C  4.19  -1.64  2.96
C  4.57  -1.84  4.26
C  3.62  -2.18  5.23
C  2.30  -2.33  4.89
C  1.92  -2.13  3.57
H  -0.10  -2.61  3.85
H  -0.86  -2.13  1.70
H  4.30  -1.97  -2.03
H  4.11  -1.66  -4.68
H  2.62  -1.28  -6.64
H  0.18  -0.92  -6.25
H  -0.67  -0.97  -3.90
H  4.91  -1.39  2.19
H  5.61  -1.74  4.54
H  3.93  -2.34  6.25
H  1.56  -2.61  5.63
O  -1.48  -1.02  -0.93
P  -2.23  0.05  -0.18
C  -1.13  0.95  0.97
P  0.32  1.59  0.09
O  0.69  0.67  -1.07
C  -0.07  3.22  -0.51
C  -0.29  4.25  0.41
C  -0.58  5.52  -0.05
C  -0.65  5.76  -1.42
C  -0.41  4.74  -2.33
C  -0.12  3.46  -1.88
C  1.62  1.71  1.31
C  1.38  1.73  2.68
C  2.44  1.86  3.56
C  3.74  1.96  3.08
C  3.98  1.94  1.71
C  2.93  1.81  0.82
C  -3.49  -0.68  0.85
C  -3.90  -1.98  0.52
C  -4.86  -2.61  1.30
C  -5.41  -1.96  2.39
C  -5.00  -0.67  2.72
C  -4.04  -0.03  1.96
C  -2.90  1.28  -1.29
C  -2.70  1.12  -2.65
C  -3.19  2.08  -3.53
C  -3.87  3.18  -3.04
C  -4.08  3.33  -1.67
C  -3.60  2.38  -0.79
H  -0.79  0.25  1.73
H  -1.68  1.76  1.45
H  -0.21  4.06  1.48
H  -0.74  6.32  0.65
H  -0.87  6.76  -1.77
H  -0.46  4.94  -3.39
H  0.07  2.66  -2.57
H  0.37  1.69  3.07
H  2.26  1.88  4.63
H  4.56  2.06  3.77
H  4.99  2.03  1.34
H  3.11  1.80  -0.24
H  -3.47  -2.48  -0.34
H  -5.19  -3.61  1.04
H  -6.16  -2.46  3.00
H  -5.43  -0.17  3.58
H  -3.74  0.97  2.22
H  -2.18  0.25  -3.02
H  -3.05  1.96  -4.60
H  -4.25  3.93  -3.72
H  -4.62  4.19  -1.29
H  -3.79  2.49  0.27
C  -0.26  -5.52  -1.73
C  -0.04  -4.04  -1.68
O  -0.59  -3.25  -2.44
O  0.80  -3.57  -0.79
H  -1.13  -5.74  -2.34
H  -0.39  -5.93  -0.73
H  0.61  -6.00  -2.17

Density functional theory data (ωB97M-V/def2-TZVPD) for the molecule C18H29N3O3S.

Properties
LUMO level in Eh: 0.0203
DFT total energy in Eh: -1491.47727
Gap between HOMO and LUMO in eV: 8.9
Maximum force in Eh/bohr: 0.0176
Structure (SMILES): CCCNS(=O)(=O)c1ccc(CCC(=O)N2CCN(CC)CC2)cc1

CARTESIAN COORDINATES (ANGSTROEM)
C  -4.01  2.59  0.32
C  -4.24  1.37  1.21
C  -4.89  0.22  0.45
N  -4.03  -0.22  -0.64
S  -2.64  -1.05  -0.19
O  -2.35  -1.94  -1.28
O  -2.77  -1.60  1.13
C  -1.40  0.23  -0.19
C  -1.16  0.90  -1.38
C  -0.18  1.87  -1.41
C  0.56  2.17  -0.27
C  1.67  3.18  -0.33
C  2.98  2.50  -0.77
C  3.35  1.44  0.26
O  3.69  1.79  1.38
N  3.28  0.13  -0.07
C  2.90  -0.48  -1.32
C  1.82  -1.55  -1.10
N  2.32  -2.53  -0.16
C  1.55  -3.76  -0.09
C  0.11  -3.65  0.41
C  2.57  -1.89  1.11
C  3.68  -0.86  0.91
C  0.30  1.48  0.91
C  -0.68  0.51  0.95
H  -3.51  3.38  0.88
H  -3.40  2.33  -0.54
H  -4.97  2.98  -0.04
H  -3.28  1.03  1.61
H  -4.88  1.64  2.05
H  -5.07  -0.61  1.15
H  -5.84  0.54  0.02
H  -4.51  -0.75  -1.34
H  -1.73  0.64  -2.25
H  0.02  2.40  -2.33
H  1.43  3.98  -1.04
H  1.83  3.62  0.65
H  2.89  2.11  -1.78
H  3.78  3.24  -0.75
H  3.78  -0.96  -1.76
H  2.52  0.26  -2.03
H  0.90  -1.06  -0.75
H  1.61  -2.04  -2.05
H  1.55  -4.19  -1.09
H  2.11  -4.43  0.57
H  -0.32  -4.64  0.48
H  -0.51  -3.06  -0.27
H  0.07  -3.19  1.40
H  1.68  -1.38  1.52
H  2.90  -2.64  1.83
H  4.58  -1.37  0.55
H  3.91  -0.33  1.84
H  0.89  1.71  1.79
H  -0.89  -0.05  1.85

Density functional theory data (ωB97M-V/def2-TZVPD) for a cluster of 2 separate species, C2HNOS in total in a non-equilibrium geometry.

Properties
LUMO level in Eh: 0.0228
DFT total energy in Eh: -604.97258
Gap between HOMO and LUMO in eV: 11.3
Maximum force in Eh/bohr: 0.1447
Structure (SMILES): O=C=S.C#N

CARTESIAN COORDINATES (ANGSTROEM)
O  -2.96  -1.90  -1.85
C  -2.03  -2.14  -2.44
S  -0.79  -2.47  -3.35
C  -0.38  -0.95  0.40
N  -1.46  -0.66  0.65
H  0.47  -1.22  0.06

Density functional theory data (ωB97M-V/def2-TZVPD) for a structure of composition C5H4N2O in a non-equilibrium geometry.

Properties
LUMO level in Eh: 0.0291
DFT total energy in Eh: -377.59337
Gap between HOMO and LUMO in eV: 8.8
Maximum force in Eh/bohr: 0.1287

CARTESIAN COORDINATES (ANGSTROEM)
C  2.05  -0.41  -0.10
C  1.30  0.88  -0.01
C  0.05  0.37  -0.02
C  -2.02  -0.41  -0.04
C  -0.03  -0.90  0.09
H  3.13  -0.53  -0.30
H  1.59  1.92  0.09
H  -1.56  1.65  0.28
H  -3.15  -0.28  0.05
N  -1.29  0.72  -0.04
N  -1.24  -1.53  -0.10
O  1.16  -1.46  0.10

Density functional theory data (ωB97M-V/def2-TZVPD) for a cluster of 2 separate species, C3H4N2O3 in total in a non-equilibrium geometry.

Properties
LUMO level in Eh: 0.0133
DFT total energy in Eh: -451.74722
Gap between HOMO and LUMO in eV: 9.7
Maximum force in Eh/bohr: 0.1071
Structure (SMILES): C=C=[N+]([O-])O.N=C=O

CARTESIAN COORDINATES (ANGSTROEM)
C  -1.47  0.09  -0.95
C  -0.76  0.97  -0.31
N  -0.19  1.51  0.68
O  0.82  1.22  1.26
O  -0.74  2.79  1.04
H  -2.11  -0.61  -0.43
H  -1.59  -0.19  -1.99
H  -0.08  3.31  1.46
N  1.25  -1.80  0.32
C  1.55  -2.66  -0.44
O  1.60  -3.60  -1.12
H  1.71  -1.02  0.49

Density functional theory data (ωB97M-V/def2-TZVPD) for the molecule C4H7N3 in a non-equilibrium geometry.

Properties
LUMO level in Eh: 0.0096
DFT total energy in Eh: -320.71780
Gap between HOMO and LUMO in eV: 8.0
Maximum force in Eh/bohr: 0.0479

CARTESIAN COORDINATES (ANGSTROEM)
C  1.34  -0.58  1.26
C  -0.87  -0.18  0.06
C  0.65  -0.16  -0.01
C  -1.41  0.84  -1.23
N  -1.62  -1.23  0.26
N  1.19  0.11  -1.12
N  -1.89  1.89  -1.49
H  -1.04  -2.06  0.30
H  2.21  0.15  -1.06
H  -1.86  2.47  -2.32
H  -1.23  0.82  0.58
H  0.89  -0.09  2.13
H  1.24  -1.65  1.42
H  2.40  -0.33  1.21

Density functional theory data (ωB97M-V/def2-TZVPD) for the ion C3H6N with charge +1 in a non-equilibrium geometry.

Properties
LUMO level in Eh: -0.1451
DFT total energy in Eh: -172.27840
Gap between HOMO and LUMO in eV: 12.2
Maximum force in Eh/bohr: 0.0570
Net charge: +1
Structure (SMILES): C#C[NH2+]C

CARTESIAN COORDINATES (ANGSTROEM)
C  2.29  0.93  -0.41
C  1.44  0.15  -0.04
N  0.25  -0.48  0.42
C  -1.03  0.01  -0.13
H  3.18  1.48  -0.88
H  0.18  -0.44  1.40
H  0.37  -1.45  0.20
H  -1.18  -0.30  -1.13
H  -1.74  -0.09  0.60
H  -1.06  1.08  -0.31

Density functional theory data (ωB97M-V/def2-TZVPD) for a cluster of 5 separate species, C29H60NO14S4 in total in a non-equilibrium geometry.

Properties
LUMO level in Eh: -0.1322
DFT total energy in Eh: -3841.58184
Gap between HOMO and LUMO in eV: 8.5
Maximum force in Eh/bohr: 0.0281
Net charge: +1

CARTESIAN COORDINATES (ANGSTROEM)
C  4.69  0.14  5.84
C  4.41  -0.25  4.38
C  5.60  -0.04  3.42
C  5.41  1.11  2.42
C  4.98  2.43  3.06
C  4.27  3.37  2.09
C  2.96  2.76  1.54
C  1.79  3.71  1.69
C  0.47  3.22  1.07
C  0.12  1.74  1.38
C  -1.24  1.50  1.99
C  -2.16  0.64  1.34
O  -1.88  0.02  0.19
C  -3.43  0.40  1.88
C  -3.78  1.02  3.05
N  -2.90  1.81  3.67
C  -1.66  2.07  3.20
C  -0.80  2.93  4.06
C  -0.11  2.17  5.19
O  0.46  2.77  6.03
H  4.10  1.01  6.11
H  4.47  -0.66  6.54
H  5.73  0.41  5.99
H  3.55  0.28  4.00
H  4.15  -1.31  4.37
H  5.74  -0.95  2.85
H  6.51  0.10  4.00
H  6.36  1.28  1.93
H  4.72  0.77  1.65
H  4.36  2.28  3.94
H  5.88  2.93  3.40
H  4.94  3.67  1.28
H  3.99  4.25  2.67
H  3.08  2.52  0.48
H  2.81  1.82  2.06
H  2.06  4.64  1.18
H  1.68  3.98  2.74
H  -0.35  3.85  1.42
H  0.54  3.34  0.00
H  0.14  1.22  0.43
H  0.86  1.24  2.00
H  -0.97  -0.31  0.16
H  -4.12  -0.26  1.38
H  -4.74  0.87  3.52
H  -3.17  2.26  4.54
H  -0.06  3.48  3.51
H  -1.44  3.67  4.54
H  -0.15  1.07  5.21
O  -2.21  0.92  -3.99
S  -1.97  -0.42  -3.54
O  -0.71  -0.78  -2.96
O  -2.33  -1.43  -4.70
C  -1.74  -1.20  -6.01
C  -0.30  -1.66  -6.08
C  -3.26  -0.90  -2.44
H  -1.84  -0.14  -6.27
H  -2.36  -1.77  -6.70
H  0.35  -1.05  -5.46
H  0.06  -1.61  -7.11
H  -0.21  -2.69  -5.74
H  -4.22  -0.68  -2.90
H  -3.13  -0.32  -1.53
H  -3.17  -1.96  -2.23
O  -5.12  4.49  2.67
S  -3.93  5.03  2.08
O  -2.66  4.74  2.69
O  -4.09  6.59  1.91
C  -4.51  7.38  3.05
C  -3.38  7.63  4.02
C  -3.86  4.61  0.37
H  -5.36  6.89  3.53
H  -4.87  8.31  2.63
H  -3.07  6.72  4.52
H  -3.70  8.34  4.79
H  -2.51  8.04  3.51
H  -4.80  4.87  -0.09
H  -3.68  3.54  0.31
H  -3.03  5.16  -0.09
O  2.28  -3.24  -7.05
S  3.52  -3.34  -6.35
O  4.63  -2.52  -6.74
O  3.97  -4.86  -6.32
C  4.01  -5.57  -7.58
C  5.25  -5.25  -8.39
C  3.25  -3.15  -4.62
H  3.10  -5.37  -8.14
H  4.00  -6.63  -7.30
H  5.23  -4.22  -8.75
H  5.31  -5.91  -9.25
H  6.15  -5.37  -7.79
H  2.44  -3.81  -4.33
H  2.97  -2.11  -4.46
H  4.17  -3.39  -4.10
O  -3.24  -7.16  -2.21
S  -4.08  -6.95  -1.07
O  -5.21  -6.08  -1.17
O  -3.16  -6.46  0.14
C  -2.28  -5.35  -0.12
C  -3.02  -4.03  -0.12
C  -4.57  -8.49  -0.39
H  -1.76  -5.51  -1.06
H  -1.54  -5.38  0.68
H  -3.70  -3.96  -0.97
H  -2.31  -3.20  -0.18
H  -3.61  -3.92  0.79
H  -3.69  -9.12  -0.27
H  -5.26  -8.94  -1.09
H  -5.06  -8.31  0.56

Density functional theory data (ωB97M-V/def2-TZVPD) for the molecule C19H19N3O3 in a non-equilibrium geometry.

Properties
LUMO level in Eh: -0.0283
DFT total energy in Eh: -1125.34221
Gap between HOMO and LUMO in eV: 7.5
Maximum force in Eh/bohr: 0.1134
Structure (SMILES): Cc1ccc(C)c2c1NC(=O)/C2=N\NC(=O)[C@H](C)c1ccc(O)cc1

CARTESIAN COORDINATES (ANGSTROEM)
C  1.05  4.23  3.61
C  1.95  3.38  2.85
C  3.36  3.41  2.96
C  4.11  2.41  2.24
C  3.46  1.31  1.55
C  4.34  0.10  1.19
C  2.12  1.36  1.32
C  1.41  2.37  2.02
N  0.06  2.29  1.73
C  -0.25  1.19  0.93
O  -1.43  0.81  0.67
C  1.01  0.60  0.64
N  1.27  -0.40  -0.20
N  0.21  -0.96  -0.97
C  0.39  -1.92  -1.90
O  1.35  -2.56  -1.83
C  -0.72  -2.20  -2.96
C  -0.62  -1.25  -4.12
C  -2.19  -2.35  -2.40
C  -2.89  -1.19  -2.03
C  -3.97  -1.26  -1.24
C  -4.46  -2.49  -0.63
O  -5.63  -2.47  -0.02
C  -3.71  -3.62  -0.91
C  -2.57  -3.53  -1.83
H  0.61  4.96  2.89
H  0.21  3.63  4.08
H  1.62  4.78  4.32
H  3.87  4.13  3.60
H  5.14  2.40  2.45
H  3.96  -0.57  0.39
H  5.22  0.43  0.79
H  4.54  -0.49  2.15
H  -0.72  2.94  1.99
H  -0.73  -0.55  -0.93
H  -0.43  -3.17  -3.41
H  -0.76  -0.25  -3.77
H  0.33  -1.12  -4.55
H  -1.47  -1.44  -4.92
H  -2.57  -0.21  -2.30
H  -4.56  -0.32  -0.96
H  -5.93  -3.38  0.14
H  -4.03  -4.58  -0.54
H  -1.98  -4.46  -2.05

Density functional theory data (ωB97M-V/def2-TZVPD) for a cluster of 4 separate species, C3H13NO4 in total in a non-equilibrium geometry.

Properties
LUMO level in Eh: 0.0175
DFT total energy in Eh: -477.70508
Gap between HOMO and LUMO in eV: 10.0
Maximum force in Eh/bohr: 0.1295
Structure (SMILES): CNCC=O.O.O.O

CARTESIAN COORDINATES (ANGSTROEM)
C  1.56  -1.41  1.37
N  0.37  -0.62  1.60
C  -0.73  -0.97  0.59
C  -0.13  -1.88  -0.57
O  0.25  -1.59  -1.64
H  1.99  -1.16  0.35
H  2.32  -1.02  2.16
H  1.46  -2.46  1.49
H  0.22  -0.72  2.62
H  -1.02  -0.08  -0.03
H  -1.65  -1.34  0.91
H  -0.31  -2.92  -0.50
O  -1.48  2.22  1.34
H  -2.04  1.59  1.06
H  -0.58  1.73  1.64
O  2.42  2.40  -0.96
H  3.24  2.14  -0.50
H  1.94  1.76  -0.41
O  -2.35  1.11  -3.54
H  -3.16  1.16  -3.09
H  -2.32  2.04  -3.89

Q: What is the formula in the eighth record?
A: C4H7N3